<one>
This record from the Open Molecules 2025 dataset describes the molecule C3H9N3. The level of theory is ωB97M-V with the def2-TZVPD basis set.

Values from the calculation:
LUMO energy in eV: 1.0
E_HOMO in eV: -8.6
Structure (SMILES): [H]/N=C/NNCC

```
! wB97M-V def2-TZVPD RIJCOSX def2/J DEFGRID3
* xyz 0 1
C 2.030 0.921 0.850
C 1.237 -0.281 0.394
C -2.050 -0.559 -1.052
H 2.079 1.674 0.030
H 1.548 1.416 1.724
H 3.068 0.653 1.113
H 1.266 -1.069 1.165
H 1.671 -0.747 -0.514
H -0.585 0.667 0.835
H -0.950 -1.752 0.187
H -2.635 -1.455 -1.292
H -3.264 0.627 -1.815
N -0.099 0.160 0.065
N -0.916 -0.902 -0.395
N -2.398 0.647 -1.295
*
```

***

<two>
This record from the Open Molecules 2025 dataset describes a cluster of 2 separate species, C3H9N3 in total. The level of theory is ωB97M-V with the def2-TZVPD basis set.

Values from the calculation:
LUMO energy in eV: 0.7
E_HOMO in eV: -9.2
Structure (SMILES): [H]/N=N/[H].CC(C)=N

```
! wB97M-V def2-TZVPD RIJCOSX def2/J DEFGRID3
* xyz 0 1
C 1.072 0.231 1.426
C -1.272 0.873 0.468
C -0.198 -0.213 0.757
N -0.494 -1.466 0.720
H -1.410 -1.624 0.283
H 0.930 0.254 2.510
H 1.359 1.226 1.077
H 1.875 -0.470 1.185
H -1.961 0.526 -0.306
H -0.801 1.826 0.214
H -1.843 1.014 1.390
N 0.841 0.001 -2.180
N 0.558 -1.064 -2.750
H 1.379 -1.680 -2.867
H -0.035 0.569 -1.928
*
```

***

Most stable pick: <one>. Distance to second place: 0.0327 hartree.

***

<one>
This record from the Open Molecules 2025 dataset describes a structure of composition C7H11NO. The level of theory is ωB97M-V with the def2-TZVPD basis set.

Values from the calculation:
LUMO energy in eV: 0.9
E_HOMO in eV: -9.0

```
! wB97M-V def2-TZVPD RIJCOSX def2/J DEFGRID3
* xyz 0 1
C 0.336 0.428 -1.652
C -0.958 -0.006 -0.822
C -0.370 -1.369 -0.380
C 0.679 -0.727 1.647
C -0.459 0.316 1.769
C -0.503 0.968 0.358
C 0.851 0.587 -0.242
H 0.226 1.293 -3.246
H 0.875 -0.320 -2.189
H -1.929 -0.002 -1.260
H -0.201 -2.103 -1.220
H -0.968 -1.837 0.410
H 0.367 -1.729 2.148
H 1.579 -0.336 2.081
H -1.431 -0.144 1.993
H -0.221 1.099 2.513
H -0.821 1.984 0.286
H 1.790 1.092 -0.036
N 0.944 -0.841 0.206
O 0.212 1.647 -2.363
*
```

***

<two>
This record from the Open Molecules 2025 dataset describes the molecule C7H11NO. The level of theory is ωB97M-V with the def2-TZVPD basis set.

Values from the calculation:
LUMO energy in eV: 0.6
E_HOMO in eV: -9.3
Structure (SMILES): CC(C)=C(C#N)[C@@H](C)O

```
! wB97M-V def2-TZVPD RIJCOSX def2/J DEFGRID3
* xyz 0 1
C 2.123 0.394 0.646
C 0.794 0.310 0.155
C 0.478 -0.427 -0.910
C -0.788 -0.395 -1.676
C 1.503 -1.403 -1.486
C 0.406 2.862 0.858
C -0.243 1.468 1.059
N 3.056 0.381 1.344
O -1.546 1.241 0.599
H -1.240 -1.348 -1.980
H -1.414 0.211 -1.059
H -0.595 0.228 -2.503
H 2.437 -1.218 -1.250
H 1.413 -1.135 -2.543
H 1.162 -2.527 -1.435
H 1.098 3.081 1.664
H 0.932 3.019 -0.152
H -0.349 3.672 0.745
H -0.147 1.118 2.129
H -1.837 2.002 0.174
*
```

***

<three>
This record from the Open Molecules 2025 dataset describes the molecule C7H11NO. The level of theory is ωB97M-V with the def2-TZVPD basis set.

Values from the calculation:
LUMO energy in eV: 0.8
E_HOMO in eV: -9.0
Structure (SMILES): C[C@@]12CCC=NO[C@H]1C2

```
! wB97M-V def2-TZVPD RIJCOSX def2/J DEFGRID3
* xyz 0 1
C -0.810 0.019 1.500
C -0.822 0.186 0.008
C -0.004 1.254 -0.628
C 1.472 0.946 -0.289
C 1.878 -0.496 0.112
C -0.526 -1.066 -0.727
C -1.994 -0.539 -0.587
H 0.124 0.305 1.899
H -1.422 0.771 1.918
H -1.122 -1.009 1.873
H -0.284 2.254 -0.219
H -0.121 1.248 -1.712
H 1.761 1.631 0.661
H 2.270 1.119 -0.996
H 2.911 -0.439 0.386
H -0.095 -0.909 -1.733
H -2.377 -0.353 -1.532
H -2.489 -1.044 0.190
N 1.546 -1.740 0.001
O 0.103 -2.137 -0.123
*
```

***

Most stable pick: <one>. Distance to second place: 0.0196 hartree.